DFT (the ωB97M-V functional and the def2-TZVPD basis) results for a structure of composition C26H24BF2N6O6PS2W.

Values from the calculation:
ΔE to the lowest compared entry with this formula, charge and spin in kcal/mol: 4.8
HOMO (alpha / beta) in eV: -3.79 / -3.59
2S+1: 2
Expectation value of S²: 0.75
HOMO-LUMO gap (alpha / beta) in Eh: 0.223 / 0.215
Calculated total energy in eV: -87478.614
F_max in eV/Å: 1.0
Total charge: -1

Geometry (Å):
W -0.2371 -0.0599 0.1647
O 1.4366 -1.5100 0.1476
N 1.5307 -2.3195 -0.9114
C 2.5284 -3.2299 -0.8773
C 2.7321 -4.1014 -1.9085
C 1.8810 -4.0396 -3.0163
C 0.8725 -3.1136 -3.0259
C 0.6769 -2.2252 -1.9556
S -0.6069 -1.0572 -1.9527
H 3.1178 -3.1876 0.0261
H 3.5388 -4.8172 -1.8484
H 2.0155 -4.7129 -3.8524
H 0.1871 -3.0298 -3.8579
O -0.0376 0.3112 4.0873
C -0.4174 -0.7041 3.5368
N -0.5931 -0.8814 2.1851
C -1.0065 -2.1504 1.9321
O -1.1643 -2.5332 0.7818
C -1.1386 -2.8940 3.2138
C -1.5195 -4.1827 3.5139
C -1.5288 -4.5623 4.8541
C -1.1656 -3.6637 5.8517
C -0.7841 -2.3612 5.5344
C -0.7777 -1.9990 4.2063
H -1.8048 -4.8718 2.7287
H -1.8234 -5.5673 5.1291
H -1.1831 -3.9858 6.8853
H -0.5000 -1.6510 6.3008
O 1.9452 5.6970 -1.0966
S 0.6190 5.2743 -1.4786
O -0.0417 6.0307 -2.5072
N 0.6102 3.6809 -1.7935
C -0.0336 3.0093 -0.8613
O -0.0651 1.7474 -0.8734
C -0.6651 3.8526 0.2085
C -1.3743 3.4828 1.3400
C -1.8014 4.4793 2.2073
C -1.5272 5.8200 1.9573
C -0.8033 6.1922 0.8317
C -0.3888 5.1891 -0.0177
H -1.5505 2.4389 1.5548
H -2.3519 4.2057 3.0987
H -1.8712 6.5767 2.6514
H -0.5648 7.2283 0.6292
F -3.2426 -0.2484 1.1173
B -2.3510 0.4841 0.3797
F -3.0098 1.5049 -0.2405
C 3.8512 3.3813 1.5342
N 4.1012 2.1659 0.7592
C 4.7264 1.1745 1.6247
N 3.9748 0.8743 2.8402
C 3.7355 2.1295 3.5531
N 3.0728 3.1535 2.7532
C 1.6862 2.7881 2.4414
P 1.5846 1.2118 1.4664
C 2.8546 1.6538 0.1802
C 2.7070 0.1979 2.5409
H 3.3331 4.1068 0.9040
H 4.8184 3.7976 1.8284
H 5.7065 1.5573 1.9232
H 4.8684 0.2504 1.0593
H 4.7039 2.5265 3.8693
H 3.1321 1.9242 4.4396
H 1.2268 3.6049 1.8859
H 1.1172 2.6512 3.3638
H 2.4409 2.3981 -0.5014
H 3.0640 0.7567 -0.4077
H 2.9027 -0.7450 2.0276
H 2.1916 -0.0198 3.4752

Atomic partial charges in e from the natural (NBO) method, atoms 1 to 8:
1. W 0.6711
2. O -0.6060
3. N 0.0012
4. C 0.0408
5. C -0.2782
6. C -0.1757
7. C -0.2337
8. C 0.0448